(1)
DFT (ωB97M-V with the def2-TZVPD basis set) results for the molecule C6H10O.

Geometry as ORCA input:
```
! RIJCOSX wB97M-V def2-TZVPD def2/J DEFGRID3
* xyz 0 1
C 1.00113 -0.60955 -0.79335
C 0.28284 -1.61178 -0.27728
C -0.55093 -1.31068 0.93015
O -1.60746 -0.36985 0.57769
C -1.22452 0.64642 -0.32860
C -0.07418 1.50963 0.17794
C 1.23676 0.68712 -0.02885
H 1.36292 -0.67474 -1.81673
H 0.07321 -2.51246 -0.85013
H 0.05475 -0.86473 1.73168
H -1.04074 -2.20366 1.33664
H -2.11384 1.18483 -0.65267
H -0.81272 0.18107 -1.23384
H -0.20502 1.79197 1.23083
H -0.03746 2.44679 -0.39142
H 1.98487 1.28668 -0.55518
H 1.67038 0.42293 0.94313
*
```

Calculated values
SMILES ... C1=CCOCCC1
Relative energy (zero: lowest compared OMol25 entry of this formula, charge and spin) ... 1.221 eV
Total energy ... -8430.0189 eV
Frontier orbital gap ... 10.358 eV
HOMO level ... -0.3403 hartree

=====

(2)
DFT (ωB97M-V with the def2-TZVPD basis set) results for the molecule C6H10O.

Geometry as ORCA input:
```
! RIJCOSX wB97M-V def2-TZVPD def2/J DEFGRID3
* xyz 0 1
C -2.23160 0.28384 0.03908
C -0.76231 0.11805 0.40542
C -0.14422 -1.24312 0.04587
C 1.36083 -1.15370 -0.05180
C 1.99038 0.01013 -0.17790
C 1.24506 1.30699 -0.25734
O -0.14905 1.16660 -0.33442
H -2.91554 -0.25053 0.70411
H -2.39006 -0.04987 -0.99088
H -2.47996 1.35245 0.07103
H -0.61570 0.27083 1.49018
H -0.55250 -1.61806 -0.90398
H -0.41549 -1.98353 0.81008
H 1.93847 -2.07685 -0.02070
H 3.07630 0.06895 -0.23892
H 1.52790 1.95930 0.58700
H 1.51749 1.83854 -1.17682
*
```

Calculated values
SMILES ... C[C@H]1CC=CCO1
Relative energy (zero: lowest compared OMol25 entry of this formula, charge and spin) ... 0.388 eV
Total energy ... -8430.8520 eV
Frontier orbital gap ... 10.438 eV
HOMO level ... -0.3424 hartree

=====

(3)
DFT (ωB97M-V with the def2-TZVPD basis set) results for a structure of composition C6H10O.

Geometry as ORCA input:
```
! RIJCOSX wB97M-V def2-TZVPD def2/J DEFGRID3
* xyz 0 1
O -1.30312 1.10451 -1.75782
C -0.03972 0.70089 -1.25864
C 0.14140 1.27696 0.26412
C -0.26907 0.24207 1.23980
C 0.59144 -0.96234 1.19356
C 0.71344 -1.45057 -0.27881
C 0.20864 -0.76361 -1.32615
H -1.63320 0.36508 -2.28839
H 0.75190 1.19876 -1.84179
H -0.38397 2.23033 0.38074
H 1.22490 1.44990 0.35642
H -1.36866 -0.33519 0.54342
H -0.80075 0.51449 2.14982
H 1.63019 -0.69314 1.44622
H 0.28278 -1.75569 1.88663
H 1.30549 -2.36271 -0.40309
H -1.29160 -0.79007 -0.19799
*
```

Calculated values
Relative energy (zero: lowest compared OMol25 entry of this formula, charge and spin) ... 6.102 eV
Total energy ... -8425.1380 eV
Frontier orbital gap (alpha / beta) ... 6.592 / 7.289 eV
HOMO level (alpha / beta) ... -0.2611 / -0.2766 hartree

=====

(4)
DFT (ωB97M-V with the def2-TZVPD basis set) results for the molecule C6H10O.

Geometry as ORCA input:
```
! RIJCOSX wB97M-V def2-TZVPD def2/J DEFGRID3
* xyz 0 1
C 0.55013 -2.01325 -0.84750
C 0.68721 -1.07294 0.31357
C -0.01536 0.03287 0.56424
C 0.19915 0.83510 1.82404
C -1.03835 0.61540 -0.37877
C -0.41505 1.63777 -1.31958
O 0.71113 1.56505 -1.74467
H 0.47176 -3.04519 -0.48462
H -0.33202 -1.80733 -1.46072
H 1.42725 -1.96681 -1.50347
H 1.45591 -1.34547 1.03848
H -0.59712 0.62587 2.55133
H 1.15665 0.59905 2.29704
H 0.17389 1.91365 1.62512
H -1.86092 1.09525 0.16724
H -1.49936 -0.14808 -1.02045
H -1.07488 2.47905 -1.62128
*
```

Calculated values
SMILES ... C/C=C(/C)CC=O
Relative energy (zero: lowest compared OMol25 entry of this formula, charge and spin) ... 0.457 eV
Total energy ... -8430.7838 eV
Frontier orbital gap ... 10.023 eV
HOMO level ... -0.3318 hartree

=====

(5)
DFT (ωB97M-V with the def2-TZVPD basis set) results for the molecule C6H10O in a non-equilibrium geometry.

Geometry as ORCA input:
```
! RIJCOSX wB97M-V def2-TZVPD def2/J DEFGRID3
* xyz 0 1
C 3.17352 -0.79455 0.52034
C 1.88469 -0.65817 -0.19115
C 0.78412 -0.01998 0.23551
C -0.44672 -0.02948 -0.53765
C -1.57012 0.50193 -0.03142
C -2.88486 0.63226 -0.74277
O -1.53488 1.08954 1.19920
H 3.49172 -1.83163 0.63357
H 3.12316 -0.25743 1.47030
H 4.00606 -0.31558 -0.01494
H 1.77362 -1.19112 -1.13499
H 0.73104 0.47036 1.20047
H -0.48893 -0.73785 -1.35343
H -2.80511 0.11088 -1.70035
H -3.63416 -0.01988 -0.27188
H -3.22387 1.66172 -0.78322
H -2.37928 1.38897 1.50242
*
```

Calculated values
SMILES ... C/C=C/C=C(/C)O
Relative energy (zero: lowest compared OMol25 entry of this formula, charge and spin) ... 0.790 eV
Total energy ... -8430.4503 eV
Frontier orbital gap ... 8.460 eV
HOMO level ... -0.2805 hartree

=====

(6)
DFT (ωB97M-V with the def2-TZVPD basis set) results for a structure of composition C6H10O in a non-equilibrium geometry.

Geometry as ORCA input:
```
! RIJCOSX wB97M-V def2-TZVPD def2/J DEFGRID3
* xyz 0 1
C 1.82126 -0.56629 -0.34313
C 0.82621 0.28177 0.48062
C 0.07957 1.40817 -0.31095
C -1.32565 0.79500 -0.15992
O -1.68016 -0.26090 -1.06504
C -1.29132 -1.21159 -0.05737
C -0.61490 -0.17621 0.80967
H 2.27181 -1.41928 0.18786
H 2.67719 0.05000 -0.66347
H 1.36242 -0.95753 -1.25622
H 1.36439 0.60925 1.38556
H 0.07920 2.34343 0.24839
H 0.43010 1.42538 -1.33681
H -2.24610 1.25021 0.23305
H -0.67900 -1.99999 -0.49570
H -2.14475 -1.58736 0.51200
H -0.88992 0.01321 1.84041
*
```

Calculated values
Relative energy (zero: lowest compared OMol25 entry of this formula, charge and spin) ... 2.224 eV
Total energy ... -8429.0164 eV
Frontier orbital gap ... 10.066 eV
HOMO level ... -0.3308 hartree

=====

(7)
DFT (ωB97M-V with the def2-TZVPD basis set) results for the molecule C6H10O.

Geometry as ORCA input:
```
! RIJCOSX wB97M-V def2-TZVPD def2/J DEFGRID3
* xyz 0 1
C 1.91330 1.18334 0.60847
C 1.21941 0.07406 0.86441
C -0.16241 0.07974 1.45197
C -1.31499 -0.58044 0.72030
C -1.53309 -0.76925 -0.58113
C -0.68157 -0.45717 -1.78888
O 0.68920 -0.23514 -1.60349
H 2.91329 1.14592 0.18456
H 1.48437 2.16697 0.78814
H 1.64858 -0.90198 0.64593
H -0.44965 1.12197 1.64857
H -0.08498 -0.40081 2.43450
H -2.12290 -0.87785 1.39231
H -2.49765 -1.20471 -0.85838
H -0.72876 -1.32269 -2.45731
H -1.14564 0.38666 -2.32541
H 0.85350 0.59138 -1.12458
*
```

Calculated values
SMILES ... C=CC/C=C\CO
Relative energy (zero: lowest compared OMol25 entry of this formula, charge and spin) ... 1.505 eV
Total energy ... -8429.7358 eV
Frontier orbital gap ... 10.365 eV
HOMO level ... -0.3433 hartree

=====

(8)
DFT (ωB97M-V with the def2-TZVPD basis set) results for a structure of composition C6H10O in a non-equilibrium geometry.

Geometry as ORCA input:
```
! RIJCOSX wB97M-V def2-TZVPD def2/J DEFGRID3
* xyz 0 1
C 1.90123 -1.09948 -0.83693
C 1.07136 0.07059 -0.54398
C -0.27422 -0.03523 -1.17431
C -1.32904 0.41902 -0.17240
C -0.93920 -0.16086 1.17792
O -1.07767 1.76038 0.22244
C -0.38100 1.34610 1.39248
H 2.83262 -0.84112 -1.35119
H 1.41761 -1.89268 -1.41344
H 2.26452 -1.54079 0.09860
H -0.24266 0.68651 -2.00593
H -0.55612 -1.02215 -1.58653
H -2.35520 0.29681 -0.52921
H -0.36587 -1.09850 1.13013
H -1.74571 -0.35635 1.89326
H 0.63814 1.77222 1.39848
H -0.85877 1.69556 2.30062
*
```

Calculated values
Relative energy (zero: lowest compared OMol25 entry of this formula, charge and spin) ... 4.963 eV
Total energy ... -8426.2772 eV
Frontier orbital gap ... 8.304 eV
HOMO level ... -0.2979 hartree

=====

no.,M (g/mol)
1,98.14
2,98.14
3,98.14
4,98.14
5,98.14
6,98.14
7,98.14
8,98.14